Density functional theory data (ωB97M-V/def2-TZVPD) for a structure of composition C8H10ClF9O4S2.

Calculated values
E_LUMO = 0.008 Ha
strongest force on any atom = 0.52 eV/Å
orbital gap = 11.867 eV
DFT total energy = -2767.0908 Ha
highest occupied orbital energy = -11.652 eV

XYZ file:
```
34
Properties=species:S:1:pos:R:3:forces:R:3:lowdin_charge:R:1
O -3.228867 0.473497 2.148967 0.02 -0.19 0.09 -0.2087
S -3.489408 1.552418 1.267988 0.12 -0.04 0.07 0.5963
O -4.704891 2.261401 1.313942 -0.20 0.23 0.01 -0.1969
O -3.218321 0.998507 -0.238037 0.07 0.19 -0.19 -0.2046
C -2.160115 1.755415 -0.812728 -0.30 0.32 0.24 -0.6232
Cl -2.846561 3.274143 -1.456034 0.28 0.09 -0.24 0.7244
C -1.277812 1.995643 0.408219 -0.21 -0.26 -0.09 -0.3575
C 0.005350 2.767364 0.232202 -0.16 0.23 -0.24 -0.1226
C 1.233287 1.853092 0.086177 -0.03 0.21 0.23 -0.1632
C 1.377905 0.794836 1.196586 -0.16 0.00 -0.08 -0.1544
C 1.027644 -0.641146 0.790075 -0.06 -0.03 0.30 -0.0897
C 2.096383 -1.294198 -0.053094 0.11 -0.07 0.13 -0.4683
F 3.247637 -1.318066 0.675672 0.20 -0.02 0.06 0.1177
F 2.391755 -0.612832 -1.180855 -0.10 0.07 -0.27 0.1212
C 1.891342 -2.791355 -0.434110 0.10 -0.29 0.21 -0.4260
F 2.944504 -3.214169 -1.144572 -0.30 0.15 0.18 0.1400
F 1.849409 -3.496791 0.712457 -0.04 0.15 -0.29 0.1225
S 0.311518 -3.247743 -1.398926 0.15 -0.03 -0.18 0.7748
F 0.574041 -4.773599 -1.083322 0.04 -0.04 0.10 -0.1175
F -0.535165 -3.089122 -0.062271 0.04 0.07 0.02 -0.1278
F 0.015042 -1.720162 -1.768633 -0.01 0.01 0.10 -0.1466
F 1.102784 -3.391215 -2.758155 0.07 0.06 -0.03 -0.1221
F -1.006392 -3.648450 -2.145831 -0.18 -0.03 -0.08 -0.1037
O -2.265319 2.581800 1.307565 0.03 -0.19 -0.04 -0.1757
H -1.698217 1.262479 -1.660604 -0.11 -0.47 0.20 0.1268
H -1.122067 0.998177 0.828953 0.48 0.03 -0.14 0.1227
H 0.139595 3.476399 1.049498 -0.07 -0.15 0.14 0.1348
H -0.086574 3.362991 -0.679744 0.02 0.16 0.12 0.1108
H 1.226385 1.402148 -0.905877 0.04 -0.09 0.05 0.1098
H 2.102364 2.510464 0.124568 0.04 -0.04 -0.19 0.1179
H 2.382364 0.810733 1.617797 0.02 -0.01 -0.06 0.1180
H 0.707750 1.054756 2.020701 0.08 0.01 0.05 0.1224
H 0.055037 -0.695383 0.308458 0.07 0.01 -0.14 0.1053
H 0.957612 -1.252031 1.692967 -0.02 -0.04 -0.04 0.1429
```
Forces are in eV/Å.